An isolated molecule of C5H5NO2 in a non-equilibrium geometry. Source: the OMol25 dataset; level of theory: ωB97M-V/def2-TZVPD.

XYZ file:
```
13
Properties=species:S:1:pos:R:3:forces:R:3
O -2.57189 0.05353 -0.33292 0.430 -0.518 -0.105
C -1.62056 -0.67608 -0.17338 -0.160 0.663 0.565
C -0.28310 -0.15085 0.23738 0.156 -0.572 0.020
C -0.07167 1.16981 0.90043 -0.478 0.188 0.488
C 0.40815 0.97732 -0.48637 -0.135 0.485 -1.369
C 1.76309 0.41026 -0.58530 0.205 -0.060 -0.083
N 1.91406 -0.73253 -0.05195 -0.207 -0.165 0.175
O 0.68126 -1.15686 0.45239 -0.073 -0.142 0.101
H -1.66293 -1.77870 -0.26742 -0.074 0.148 -0.153
H 0.63816 1.29899 1.70619 0.045 -0.312 -0.036
H -0.98591 1.72551 0.99970 -0.195 0.233 0.011
H -0.07124 1.49716 -1.33340 0.388 -0.262 0.576
H 2.63305 0.82864 -1.05384 0.099 0.313 -0.190
```
Positions in Å, forces in eV/Å.

The orbital gap is 10.5 eV. As for the SMILES: O=C[C@]12C[C@H]1C=NO2. As for the total energy: -10848.04084 eV. The HOMO energy comes out at -9.8 eV.

---

A structure of composition C16H17BrKN3O7Se2Te2. Source: the OMol25 dataset; level of theory: ωB97M-V/def2-TZVPD.

XYZ file:
```
49
Properties=species:S:1:pos:R:3:forces:R:3
K 0.24105 1.71869 -0.15397 0.332 0.582 0.150
O -3.76624 3.24258 1.28973 0.069 0.080 -0.050
C -2.61599 2.53333 1.28342 0.023 0.010 -0.005
O -2.42782 1.65080 0.48402 -0.104 -0.015 0.052
C -1.64677 2.99635 2.33424 -0.013 -0.038 -0.012
O -0.88697 1.89452 2.74921 -0.073 -0.023 0.043
C 0.18366 2.26256 3.62536 0.065 0.047 -0.043
C 1.41547 2.89754 2.92127 -0.192 -0.128 0.320
O 2.42404 2.92719 3.64423 0.064 0.102 -0.056
O 1.20956 3.31393 1.76327 0.218 -0.169 -0.054
H -4.23148 2.98370 0.48065 -0.017 0.004 0.011
H -2.20312 3.44357 3.16823 0.006 -0.003 -0.001
H -1.01504 3.77042 1.86893 0.013 -0.008 -0.021
H 0.48590 1.35298 4.14170 0.000 -0.022 -0.037
H -0.16439 2.98412 4.37681 -0.103 -0.072 0.018
Se 4.75609 1.75211 -2.67365 0.093 0.010 0.142
Te 3.61060 2.85889 -0.70497 -0.088 -0.004 -0.367
Te 2.21231 4.86267 -2.05275 -0.110 -0.003 0.230
Se -0.13708 5.01253 -1.12118 0.001 -0.062 -0.138
O -1.88900 -5.58075 3.91036 0.034 0.001 -0.008
C -0.68900 -6.01982 3.31697 -0.030 -0.031 0.042
N -0.36652 -5.33857 2.08705 0.006 0.058 -0.029
C -0.10669 -3.98876 2.16544 -0.165 -0.062 0.113
O -0.07580 -3.43014 3.24885 0.085 -0.004 -0.046
C 0.10690 -3.27546 0.87888 0.061 0.054 -0.126
C 0.37690 -3.93151 -0.31841 0.004 0.016 0.050
C 0.54282 -3.18643 -1.46936 0.013 0.015 -0.067
C 0.43413 -1.80549 -1.38665 -0.005 0.018 0.061
N 0.18981 -1.16505 -0.24539 0.008 0.017 -0.042
C 0.03795 -1.88290 0.86050 -0.022 -0.079 0.034
H -1.72620 -4.66409 4.17366 -0.014 0.004 0.000
H -0.81108 -7.07948 3.10073 0.002 0.008 -0.001
H 0.14973 -5.88219 4.00093 0.005 0.003 -0.006
H -0.79148 -5.67905 1.24085 0.021 0.002 -0.008
H 0.48781 -5.00850 -0.35211 0.005 -0.004 0.011
H 0.76765 -3.65586 -2.41705 0.002 -0.003 0.007
H 0.55539 -1.18449 -2.26771 0.029 0.014 0.006
H -0.15005 -1.33820 1.77889 -0.022 -0.013 0.005
Br -1.81605 3.10349 -6.08708 -0.009 0.004 -0.010
C -0.43133 2.32098 -5.04226 0.036 -0.004 0.050
C 0.55165 1.56263 -5.65733 -0.039 0.006 -0.076
C 1.53332 1.01478 -4.85717 0.055 -0.004 0.076
C 1.47882 1.23366 -3.48347 0.021 0.070 -0.105
N 0.53611 1.97335 -2.90926 -0.311 -0.436 -0.135
C -0.41025 2.51887 -3.67490 0.065 0.106 -0.008
H 0.54918 1.42581 -6.73120 0.006 0.000 0.003
H 2.36222 0.45659 -5.27099 -0.004 0.003 -0.010
H 2.27379 0.85649 -2.84862 -0.008 -0.032 0.034
H -1.11454 3.17166 -3.16870 -0.016 -0.016 0.001
```
Positions in Å, forces in eV/Å.

The orbital gap is 3.4 eV. The total charge is -2. As for the total energy: -267321.62460 eV. The HOMO energy comes out at -0.1 eV.

---

An isolated molecule of C6H10N2O in a non-equilibrium geometry. Source: the OMol25 dataset; level of theory: ωB97M-V/def2-TZVPD.

XYZ file:
```
19
Properties=species:S:1:pos:R:3:forces:R:3
H 0.95431 -0.97980 -1.81346 3.094 -0.035 2.220
N 1.65387 -1.29536 -1.01629 -1.965 -0.617 -4.511
C 1.84530 -0.80346 0.09790 4.445 -1.234 3.565
N 1.64912 0.41176 0.79890 2.610 -0.978 3.039
C 1.18464 1.55587 0.10946 -3.754 -2.879 -0.532
C 0.04247 1.22836 -0.66306 3.876 3.986 2.071
C -0.66718 -0.04205 -0.52102 -1.406 0.484 -1.415
C -2.26409 0.17023 -0.53371 2.150 3.600 -1.076
O -2.39478 -0.52980 0.61242 1.122 -2.794 2.945
C -0.85768 -0.57756 0.90710 -2.524 -1.701 0.450
H 2.70047 -1.59067 0.64828 -2.581 2.533 -0.415
H 2.08153 0.37277 1.91341 -1.574 0.497 -4.732
H 1.48122 2.56677 0.37575 0.300 -0.378 -0.203
H -0.27031 2.22626 -1.03711 -0.841 -1.371 -0.712
H -0.17090 -0.85811 -1.17832 -2.662 1.398 1.443
H -2.84872 -0.08333 -1.46101 0.361 -0.124 1.132
H -2.44320 1.31580 -0.20237 0.141 -1.964 -1.506
H -0.65384 -0.10760 1.88685 -0.123 0.826 -1.036
H -0.49411 -1.62694 1.11022 -0.668 0.751 -0.727
```
Positions in Å, forces in eV/Å.

The orbital gap is 9.2 eV. As for the SMILES: [H]/N=C\N/C=C\C1COC1. As for the total energy: -11405.45806 eV. The HOMO energy comes out at -8.7 eV.

---

Question: HOMO of number 3 (C6H10N2O)?
Answer: -8.7 eV